[1]
{"formula": "C5H9ClN3O", "method": "ωB97M-V/def2-TZVPD", "gap_ev": [8.21, 8.21], "relative_energy_ev": 1.606, "homo_energy_ev": [-13.97, -13.97], "smiles": "C/C=C/C=[N+](\\NCl)C(N)=O", "lumo_ev": [-5.755, -5.755], "total_energy_ev": -24360.7529, "largest_force_ev_per_a": 3.4, "charge": 1, "symbols": ["C", "C", "C", "C", "C", "N", "N", "N", "O", "Cl", "H", "H", "H", "H", "H", "H", "H", "H", "H"], "coordinates": [[0.98923, 1.00638, -0.41777], [0.82649, -0.30879, -0.00190], [0.39528, -2.53571, 0.65677], [0.17574, 2.12832, -0.21940], [0.43788, 3.42886, -0.79848], [-0.01735, -1.12838, 0.58048], [-0.61272, -3.41578, 0.53228], [-1.23735, -0.83210, 1.05223], [1.55839, -2.73921, 0.86460], [-2.41315, -0.25184, -0.20656], [1.82748, 1.02751, -1.04031], [1.54858, -0.96435, -0.46887], [-0.84512, 2.09796, 0.14253], [-0.56827, 3.62387, -1.15046], [1.14638, 3.52181, -1.52132], [0.55851, 4.34935, -0.18794], [-1.48750, -2.92593, 0.40688], [-0.66487, -4.38989, 0.29553], [-1.61762, -1.69206, 1.48170]], "forces_ev_per_angstrom": [[-2.710, 1.629, 1.213], [0.211, -1.623, -1.091], [2.059, -1.666, 0.256], [1.210, -1.472, -0.315], [-2.110, 1.158, 1.631], [-0.377, 0.049, -0.322], [-1.657, 1.826, -0.049], [-1.908, 1.120, 0.576], [-0.394, -0.118, -0.437], [0.861, -0.756, 0.757], [1.321, 0.880, -0.646], [0.717, 0.191, 0.433], [0.290, -0.702, 0.936], [-0.240, 0.557, -0.983], [2.054, -0.236, -2.158], [0.003, -0.931, 0.599], [-0.213, -0.851, -0.564], [1.003, -0.204, 0.239], [-0.118, 1.149, -0.077]]}

=====

[2]
{"formula": "C5H9ClN3O", "method": "ωB97M-V/def2-TZVPD", "gap_ev": 9.16, "relative_energy_ev": 0.911, "homo_energy_ev": -13.32, "smiles": "C[C@H]1C=CN(C([NH3+])=O)N1Cl", "lumo_ev": -4.160, "total_energy_ev": -24361.4478, "largest_force_ev_per_a": 4.2, "charge": 1, "symbols": ["C", "C", "C", "C", "C", "N", "N", "N", "O", "Cl", "H", "H", "H", "H", "H", "H", "H", "H", "H"], "coordinates": [[-1.05309, -0.67812, 1.52393], [-1.75594, 0.28857, 0.94756], [-1.40214, 1.57098, -1.07710], [-0.00099, -1.17339, 0.56369], [1.30732, -0.72806, 1.14806], [-1.21010, 0.51608, -0.32644], [-0.42616, 1.48476, -2.27275], [-0.28747, -0.50025, -0.71512], [-2.09442, 2.50954, -1.00404], [-1.06454, -1.64682, -1.91711], [-1.11768, -1.16084, 2.52398], [-2.61839, 0.99028, 1.22874], [0.17811, -2.30399, 0.34484], [1.25435, 0.27587, 1.34198], [2.06803, -1.01347, 0.46949], [1.47561, -1.07009, 2.06991], [-1.04679, 1.73306, -3.12548], [0.27026, 2.22946, -2.30745], [0.05894, 0.57907, -2.27784]], "forces_ev_per_angstrom": [[-0.902, -1.530, 0.441], [-1.451, 0.940, 1.225], [1.669, 0.224, -1.257], [0.537, -2.319, 0.603], [-0.540, 0.110, -3.422], [0.395, -1.749, -0.207], [-1.431, 1.127, -2.187], [-0.349, 0.388, -0.372], [-1.152, 1.118, 0.354], [0.055, 0.559, 0.843], [-0.313, 0.795, -0.928], [1.606, -1.383, -0.112], [-1.234, 1.867, 0.539], [0.266, 2.976, -0.152], [1.167, 0.046, -0.394], [0.525, -2.244, 3.485], [1.249, -1.109, 1.343], [0.059, 0.205, 0.636], [-0.157, -0.021, -0.437]]}

=====

[3]
{"formula": "C5H9ClS", "method": "ωB97M-V/def2-TZVPD", "gap_ev": [7.63, 7.63], "relative_energy_ev": 3.659, "homo_energy_ev": [-7.41, -7.41], "lumo_ev": [0.216, 0.216], "total_energy_ev": -28684.5412, "largest_force_ev_per_a": 3.3, "charge": 0, "symbols": ["C", "C", "C", "C", "C", "S", "Cl", "H", "H", "H", "H", "H", "H", "H", "H", "H"], "coordinates": [[-1.34197, 0.00622, 0.77845], [2.22404, -0.79427, -0.22113], [-2.41812, -1.00006, 0.88337], [2.32119, -0.25790, -1.41632], [-0.26247, 2.11043, -0.31433], [-1.45162, 0.99855, -0.48883], [3.56127, -1.11107, 0.75497], [-2.78116, -0.90945, 1.96897], [-2.21944, -2.12734, 0.86080], [-3.31157, -0.75905, 0.25511], [-0.56561, 0.06921, 1.47885], [3.12704, 0.07333, -2.07317], [1.41151, 0.04156, -1.77807], [0.55577, 1.91483, 0.27522], [-0.01155, 2.76784, -1.10694], [1.16268, -1.02283, 0.14305]], "forces_ev_per_angstrom": [[-1.278, -1.055, -1.754], [-1.732, -0.068, -0.232], [-1.762, -1.321, 2.493], [1.095, 0.361, -0.205], [-1.283, 0.091, -1.659], [1.229, 1.039, 0.669], [0.651, -0.533, 0.835], [0.026, -0.101, -1.294], [0.296, 1.534, -0.583], [0.849, -0.321, 0.337], [0.931, 0.193, 0.835], [0.401, -0.429, 0.884], [-2.338, 0.370, -1.250], [1.476, -0.556, 1.767], [-0.478, 0.517, -0.792], [1.916, 0.280, -0.052]]}

=====

[4]
{"formula": "C5H9F", "method": "ωB97M-V/def2-TZVPD", "gap_ev": [9.75, 7.51], "relative_energy_ev": 4.948, "homo_energy_ev": [-8.75, -7.43], "lumo_ev": [0.998, 0.083], "total_energy_ev": -8043.0949, "largest_force_ev_per_a": 2.5, "charge": 0, "symbols": ["C", "C", "C", "C", "C", "F", "H", "H", "H", "H", "H", "H", "H", "H", "H"], "coordinates": [[-2.55354, -0.15372, 1.13615], [-2.00880, 0.27889, 0.04391], [1.21860, -1.24133, -0.07378], [1.30790, 1.16709, -0.97235], [0.96734, 0.23552, 0.14292], [1.05734, 0.57590, 1.45203], [-3.67002, -0.39910, 0.99902], [-2.03365, -0.37163, 2.16690], [-2.52406, 0.44306, -0.88923], [1.15239, -1.37816, -1.10869], [2.21198, -1.53265, 0.22660], [0.57755, -1.86555, 0.51002], [1.89178, 0.67860, -1.77843], [0.37526, 1.72808, -1.29382], [2.02994, 1.83500, -0.56125]], "forces_ev_per_angstrom": [[-0.886, -1.107, 1.988], [0.802, 0.075, -0.165], [0.098, 1.584, 1.205], [-0.668, 0.492, 0.499], [-0.813, -2.296, -0.432], [0.255, 0.684, -0.583], [1.511, 0.284, 0.779], [-1.089, 0.519, -2.228], [0.287, 0.153, -0.358], [-0.404, -0.746, -1.466], [0.805, 0.106, 0.171], [-0.776, -0.384, 0.113], [-0.951, -0.002, 0.237], [1.418, -0.578, -0.042], [0.409, 1.216, 0.284]]}

=====

[5]
{"formula": "C5H9F2P", "method": "ωB97M-V/def2-TZVPD", "gap_ev": 9.65, "relative_energy_ev": 1.447, "homo_energy_ev": -8.66, "lumo_ev": 0.990, "total_energy_ev": -20051.4516, "largest_force_ev_per_a": 4.8, "charge": 0, "symbols": ["C", "C", "C", "C", "C", "F", "F", "P", "H", "H", "H", "H", "H", "H", "H", "H", "H"], "coordinates": [[-1.13456, 0.69129, -0.41728], [-0.21547, 0.96174, 0.46865], [-1.63927, 1.38418, -1.63436], [0.07175, 0.06131, 1.53498], [1.69400, -0.82442, 0.83123], [2.19980, -1.59769, 1.80598], [2.51397, 0.22247, 0.72179], [1.39959, -1.65859, -0.77228], [-1.65632, -0.29567, -0.43895], [0.56708, 1.68352, 0.35612], [-2.56806, 1.64023, -1.28851], [-1.85523, 0.78254, -2.46209], [-0.99630, 2.21157, -2.00563], [0.22495, 0.55423, 2.55615], [-0.63964, -0.76702, 1.60995], [0.08844, -2.03829, -0.47835], [1.94528, -3.01140, -0.38740]], "forces_ev_per_angstrom": [[-1.095, -1.930, -2.319], [0.590, 0.426, -0.297], [3.014, 1.238, 0.327], [2.504, -2.743, 0.963], [-3.334, 1.827, 2.972], [0.156, -0.497, 0.202], [1.010, 0.603, -0.523], [0.632, -1.571, -0.499], [0.232, 0.660, 1.179], [-0.255, 1.156, -0.289], [-2.579, 1.743, 0.388], [0.114, -1.483, -1.137], [-0.712, -0.164, 0.514], [0.423, -0.921, -1.461], [0.103, 0.180, 0.135], [-0.309, -0.072, 0.105], [-0.495, 1.549, -0.260]]}

=====

[6]
{"formula": "C5H9F3NS", "method": "ωB97M-V/def2-TZVPD", "gap_ev": 9.23, "relative_energy_ev": 0.000, "homo_energy_ev": -14.18, "lumo_ev": -4.948, "total_energy_ev": -25800.7158, "largest_force_ev_per_a": 2.7, "charge": 1, "symbols": ["C", "C", "C", "C", "C", "N", "F", "F", "F", "S", "H", "H", "H", "H", "H", "H", "H", "H", "H"], "coordinates": [[0.05685, -0.27439, 0.61042], [-0.65748, 0.13840, -1.64079], [0.06325, -2.11103, -1.13123], [-0.09815, 1.94618, 2.54085], [0.75314, -1.07074, 1.75214], [-0.14418, -0.74251, -0.61345], [0.59184, -0.63659, 3.01040], [0.33268, -2.34718, 1.82451], [1.99722, -0.99447, 1.39435], [0.04988, 1.46807, 0.82828], [-1.67621, -0.14724, -1.88538], [-0.00949, 0.05314, -2.56333], [-0.81193, 1.21466, -1.34604], [-0.87613, -2.37135, -1.66139], [0.35211, -2.73992, -0.23322], [0.88410, -1.88211, -1.85466], [0.85031, 1.80481, 3.02432], [-0.72059, 1.18515, 2.97036], [-0.66302, 2.87398, 2.69987]], "forces_ev_per_angstrom": [[-0.032, 0.966, -0.257], [-0.261, 1.706, -1.417], [0.845, 0.526, 0.946], [-0.553, -1.370, 0.770], [-1.754, -1.182, 0.298], [-0.497, 1.075, 2.423], [0.145, 0.577, -0.962], [0.253, 0.099, -0.578], [1.665, -0.331, 0.177], [-0.322, 0.196, -1.242], [-0.048, -0.582, -0.211], [-0.718, 0.221, 1.085], [0.802, -1.301, -0.227], [0.741, -0.275, 0.477], [-0.394, 0.296, -1.816], [-0.484, -1.213, 0.427], [0.393, 0.799, 0.286], [-0.503, -0.199, 0.452], [0.723, -0.008, -0.629]]}

=====

[7]
{"formula": "C5H9F7N2P", "method": "ωB97M-V/def2-TZVPD", "gap_ev": 11.16, "homo_energy_ev": -14.47, "smiles": "CP(C)[N@@H+](N)C(F)(F)C(F)(F)C(F)(F)F", "lumo_ev": -3.312, "total_energy_ev": -36614.7392, "largest_force_ev_per_a": 0.7, "charge": 1, "symbols": ["C", "P", "C", "N", "N", "C", "F", "F", "C", "F", "F", "C", "F", "F", "F", "H", "H", "H", "H", "H", "H", "H", "H", "H"], "coordinates": [[-2.72013, 0.40659, 0.27722], [-1.20985, -0.48822, -0.19589], [-1.25768, -0.29970, -2.00166], [-0.00318, 0.95986, 0.11447], [-0.21233, 1.67215, 1.34980], [1.46927, 0.60163, -0.00438], [2.15008, 1.69826, 0.25823], [1.64115, 0.28841, -1.28731], [1.95119, -0.55977, 0.94446], [1.09539, -0.64204, 1.97114], [3.12953, -0.20787, 1.40995], [2.11404, -1.97568, 0.28278], [3.31170, -2.05102, -0.28718], [1.17930, -2.19300, -0.65442], [1.99225, -2.90002, 1.23033], [-3.51367, -0.15468, -0.22880], [-2.87794, 0.29265, 1.35032], [-2.80042, 1.45602, -0.01186], [-1.28114, 0.72634, -2.37806], [-2.17409, -0.80717, -2.31887], [-0.41134, -0.83734, -2.43122], [-0.12216, 1.63931, -0.64475], [-0.51407, 1.00935, 2.05714], [-0.93590, 2.36594, 1.19853]], "forces_ev_per_angstrom": [[-0.029, -0.120, 0.174], [-0.175, 0.143, -0.122], [0.120, -0.288, -0.120], [0.218, 0.017, 0.336], [0.051, -0.024, -0.024], [-0.143, 0.094, 0.023], [0.049, 0.080, -0.004], [0.082, -0.109, -0.255], [-0.161, -0.056, -0.407], [-0.426, -0.124, 0.265], [0.658, 0.160, 0.305], [0.094, -0.160, -0.009], [-0.364, -0.027, 0.134], [0.092, -0.047, 0.168], [0.136, 0.275, -0.334], [-0.033, 0.092, 0.085], [-0.112, 0.106, -0.063], [0.029, -0.076, -0.122], [-0.070, -0.037, 0.089], [0.078, 0.033, -0.074], [-0.100, 0.082, -0.102], [-0.026, 0.002, 0.035], [0.026, 0.025, -0.006], [0.006, -0.045, 0.027]]}

=====

[8]
{"formula": "C5H9FN2", "method": "ωB97M-V/def2-TZVPD", "gap_ev": 8.95, "relative_energy_ev": 6.022, "homo_energy_ev": -8.48, "lumo_ev": 0.476, "total_energy_ev": -11022.4902, "largest_force_ev_per_a": 7.4, "charge": 0, "symbols": ["C", "C", "C", "C", "C", "H", "H", "H", "H", "H", "H", "H", "H", "H", "N", "N", "F"], "coordinates": [[0.27079, -0.56983, 2.36154], [0.35904, 0.53764, 1.21501], [-0.85203, 1.01474, 0.54486], [-1.23138, 0.92860, -0.70178], [-0.58706, 0.09844, -1.79077], [-0.51109, -0.23404, 3.08735], [0.09770, -1.66228, 1.94551], [1.27174, -0.68343, 2.87954], [1.04388, 0.19424, 0.48361], [0.54606, 1.58909, 1.76599], [-2.16974, 1.29524, -0.97094], [-0.27176, 1.06779, -3.00480], [1.59462, -2.20013, -2.07085], [1.27566, -0.72593, -3.32054], [-0.00514, -1.05854, -1.45048], [0.78242, -1.42159, -2.48050], [-1.61371, 1.82998, 1.50726]], "forces_ev_per_angstrom": [[0.076, -0.850, -0.769], [-0.359, 1.600, 3.140], [-0.836, 0.485, 2.421], [-0.192, -1.632, -1.668], [1.334, 1.319, 1.476], [0.669, -0.728, -0.495], [-0.184, 2.356, 0.656], [-1.138, 0.576, -0.508], [1.000, 0.267, -0.612], [0.936, -2.394, -1.057], [-1.277, 1.211, -0.360], [-0.725, -3.320, 3.223], [-3.155, 3.098, -1.884], [-2.153, -1.979, 3.732], [-1.068, 5.422, -3.453], [6.096, -3.795, -1.576], [0.977, -1.637, -2.266]]}